{
  "formula": "C23H72Li5N10O23",
  "method": "ωB97M-V with the def2-TZVPD basis set",
  "species": ["Li", "Li", "Li", "Li", "Li", "C", "C", "C", "O", "C", "C", "C", "O", "O", "O", "H", "H", "O", "H", "O", "H", "O", "H", "H", "O", "H", "H", "O", "H", "H", "O", "H", "H", "O", "H", "H", "O", "H", "H", "O", "H", "H", "O", "H", "H", "C", "O", "N", "N", "H", "H", "H", "H", "C", "O", "N", "N", "H", "H", "H", "H", "C", "O", "N", "N", "H", "H", "H", "H", "C", "O", "N", "N", "H", "H", "H", "H", "C", "O", "N", "N", "H", "H", "H", "H", "C", "C", "C", "O", "H", "H", "H", "H", "H", "H", "H", "H", "C", "C", "C", "O", "H", "H", "H", "H", "H", "H", "H", "H", "C", "C", "C", "O", "H", "H", "H", "H", "H", "H", "H", "H", "C", "C", "C", "O", "H", "H", "H", "H", "H", "H", "H", "H"],
  "coordinates": [[-0.01235, -0.52078, -2.09096], [2.13494, -2.42150, -1.03357], [2.42673, -0.23703, 0.43201], [5.06900, -1.34329, -1.81221], [-0.55451, -1.80626, 0.98543], [1.62419, -4.15699, -4.01843], [0.84466, -5.01793, -4.73232], [-0.70937, -4.83426, -4.86258], [-1.52314, -5.71173, -5.37270], [-1.34293, -3.79266, -4.23109], [-0.58443, -2.79228, -3.54402], [1.03562, -3.00463, -3.42170], [1.53813, -2.04117, -2.86899], [-1.14339, -1.89406, -2.89117], [1.46599, -5.99850, -5.28869], [2.68446, -4.34397, -3.93320], [-2.42138, -3.73530, -4.23939], [3.73200, -1.30910, -0.47226], [4.16226, -1.37222, 0.40263], [0.75396, -0.97178, -0.23564], [0.58442, -0.06779, 0.09388], [4.21419, -1.25101, -3.60599], [3.26131, -1.21757, -3.52150], [4.36843, -1.82003, -4.36008], [2.31073, -0.12417, 2.33355], [2.69769, 0.68594, 2.66552], [1.58834, -0.30866, 2.93383], [2.62444, 1.78802, 0.11747], [1.74238, 2.14813, 0.02512], [3.20457, 2.50644, -0.13465], [0.42990, -3.23426, 1.98727], [0.22476, -4.15191, 1.80820], [0.40964, -3.16567, 2.94180], [-1.43555, -0.39134, 2.30816], [-1.28893, -0.03357, 3.18379], [-2.26508, -0.00528, 2.02698], [0.09804, 2.36376, 0.49805], [-0.44747, 1.73807, 0.02145], [-0.50847, 2.80891, 1.08985], [-1.68655, -2.58167, -0.43169], [-1.99181, -3.47675, -0.57963], [-1.50422, -2.24238, -1.30797], [2.21095, -4.35664, -0.54897], [2.76362, -4.72538, 0.14011], [1.84260, -5.11927, -0.99500], [-3.67166, -0.06432, -5.13816], [-4.29591, 0.84593, -5.68125], [-2.40735, -0.09783, -4.96556], [-4.23391, -1.08314, -4.66017], [-2.16555, -0.73965, -4.22414], [-1.95929, 0.72872, -5.33455], [-5.24061, -1.00658, -4.68850], [-3.67859, -1.89544, -4.43237], [2.70582, 3.61961, 3.26880], [3.09924, 2.52149, 3.62065], [3.39575, 4.69859, 3.45317], [1.76521, 3.81823, 2.46644], [3.11812, 5.60407, 3.10227], [4.20321, 4.60407, 4.05247], [1.58699, 4.72326, 2.05503], [1.35539, 3.01146, 2.01782], [-2.05525, 1.58507, -1.97820], [-1.24940, 0.95937, -1.42107], [-1.76811, 2.54930, -2.84823], [-3.34056, 1.38816, -1.92078], [-2.53435, 3.06761, -3.25360], [-0.78992, 2.76759, -2.97311], [-3.73074, 1.34519, -2.85138], [-3.54309, 0.72157, -1.18952], [4.76199, -2.99860, 3.30358], [5.41534, -2.28843, 2.57241], [3.45380, -3.03281, 3.47662], [5.27505, -3.84853, 4.13000], [3.00521, -3.70561, 4.08176], [2.76845, -2.35545, 3.17400], [4.72161, -4.18177, 4.90637], [6.27803, -3.76240, 4.21189], [6.12744, 1.25237, 2.54898], [6.30665, 2.44693, 2.62806], [6.66874, 0.34131, 3.32914], [5.42059, 0.74675, 1.56219], [7.45208, 0.55857, 3.92854], [6.50040, -0.62811, 3.10112], [5.31387, -0.25212, 1.45740], [5.24475, 1.45319, 0.86209], [-6.94047, -1.87118, 0.01459], [-5.56918, -2.37420, -0.32616], [-5.52684, -2.95860, -1.72336], [-4.68730, -1.35201, -0.21589], [-7.54356, -2.77780, -0.03448], [-7.28856, -1.14582, -0.72079], [-7.03314, -1.33045, 0.95646], [-5.16543, -3.19691, 0.26396], [-4.56542, -3.12547, -2.20907], [-6.23516, -2.46915, -2.39183], [-6.09937, -3.88162, -1.63202], [-3.88579, -1.73254, -0.58247], [2.73694, 1.19169, -5.08117], [1.96866, 1.30866, -3.78151], [1.90967, 2.78272, -3.39377], [0.71629, 0.63753, -3.74498], [3.60208, 1.85458, -5.09598], [2.22240, 1.69738, -5.89826], [3.04050, 0.19762, -5.40945], [2.57108, 0.78970, -3.03595], [1.48046, 3.28311, -4.26181], [2.87409, 3.28434, -3.31397], [1.32027, 2.97355, -2.49695], [0.27266, 0.92181, -4.54746], [-1.63167, 1.04387, 6.91362], [-1.54274, 1.19666, 5.40145], [-0.81401, 2.45458, 4.98155], [-0.71909, 0.25042, 4.83306], [-0.66046, 1.17314, 7.39126], [-2.00637, 0.04721, 7.14683], [-2.37605, 1.71193, 7.34684], [-2.51973, 1.19865, 4.91814], [0.13178, 2.49168, 5.52210], [-1.33652, 3.40351, 5.10240], [-0.47358, 2.36582, 3.94989], [-0.88249, -0.60804, 5.23048], [-3.28249, 4.62500, 0.41168], [-2.89571, 3.93344, 1.71557], [-4.02462, 4.05008, 2.71494], [-2.64724, 2.65176, 1.31905], [-3.58290, 5.65677, 0.59415], [-4.18527, 4.22175, -0.04710], [-2.47462, 4.53781, -0.31485], [-1.91806, 4.28084, 2.04966], [-3.91144, 5.09861, 2.99040], [-3.81021, 3.54786, 3.65829], [-5.02475, 3.88016, 2.31624], [-3.49507, 2.20164, 1.30632]],
  "atomic_forces_ev_per_a": [[0.39, -0.31, -0.14], [0.02, 0.62, 0.02], [0.31, 0.00, -0.44], [-0.89, 0.03, 0.02], [0.09, 0.25, -0.47], [-0.32, 4.10, 2.90], [0.76, -4.87, -3.28], [-2.58, -4.62, -1.85], [3.71, 2.07, 1.01], [1.74, 4.11, 2.12], [0.33, -5.22, -2.21], [-3.20, -2.89, -3.07], [2.55, 2.75, 2.41], [-0.42, 2.86, 1.43], [-2.57, 2.24, 1.10], [0.10, 0.02, -0.08], [-0.10, -0.07, -0.08], [0.72, -0.11, 0.36], [-0.18, -0.45, -0.58], [-0.19, 0.78, 0.40], [-0.29, -0.56, -0.20], [1.16, 0.15, 0.38], [-1.10, -0.35, 0.35], [0.12, -0.21, -0.26], [-0.21, -0.85, -0.15], [0.58, 1.09, 0.51], [-0.31, 0.16, 0.09], [0.66, -0.45, -0.22], [-0.78, 0.31, 0.16], [0.34, 0.01, -0.02], [-0.03, 0.34, 0.05], [-0.03, -0.35, -0.25], [-0.10, 0.00, 0.33], [-0.02, -0.67, -1.03], [0.51, 0.24, 0.88], [-0.24, 0.06, -0.32], [0.54, 0.41, 0.30], [-0.64, -0.36, -0.62], [-0.39, 0.00, 0.13], [-0.55, -0.40, 1.81], [-0.10, -0.29, -0.02], [0.43, 0.43, -1.57], [-0.11, 0.25, 0.23], [0.29, 0.07, 0.23], [-0.20, -0.15, -0.58], [-1.79, 3.98, -2.71], [-0.18, 0.96, -0.16], [4.44, 0.88, 0.02], [-3.96, -4.66, 2.32], [1.68, 0.39, 0.02], [0.64, -0.45, 0.53], [0.13, -0.96, 0.12], [-0.77, -0.18, 0.05], [3.89, -1.82, 1.04], [-0.25, -1.89, 1.02], [2.92, 3.33, 2.19], [-6.74, 0.09, -4.59], [0.26, -0.29, 0.32], [-0.03, 0.34, -0.20], [-0.01, -0.36, 0.09], [-0.02, 0.20, 0.06], [-1.96, 3.44, -3.88], [5.15, -3.73, 4.19], [1.14, 1.26, -0.85], [-2.94, -0.91, 1.06], [0.58, 0.24, -0.04], [-0.37, 0.22, -0.35], [-0.96, -0.28, 0.36], [-0.94, -0.47, -0.64], [-0.66, 1.21, -0.15], [0.31, 1.03, -1.43], [-4.81, 0.72, -0.51], [3.27, -2.64, 2.35], [0.60, -0.01, -0.11], [0.90, 0.30, -0.64], [0.66, 0.00, -0.10], [-0.10, -0.50, 0.33], [1.11, 1.49, 0.31], [0.30, 1.42, 0.39], [1.21, -2.03, 2.05], [-1.92, -0.68, -2.25], [-0.42, 0.20, -0.13], [0.19, 0.02, 0.23], [0.00, 0.37, -0.29], [-0.41, -0.72, -0.13], [-0.31, -0.55, -0.01], [-0.33, -1.10, -0.87], [-2.16, -0.67, -0.49], [2.22, 2.44, 0.17], [-0.69, 0.38, 0.32], [0.11, -0.22, -0.36], [0.22, -0.54, 0.29], [-0.68, -0.23, 0.95], [0.07, 0.03, 0.32], [0.51, 0.82, -0.30], [0.58, -0.72, -0.10], [0.72, 0.48, 0.11], [-0.11, 0.63, -1.03], [1.93, -0.18, 0.94], [-0.59, 0.15, -0.66], [0.12, 0.66, -0.36], [0.46, -0.36, 0.68], [-0.77, -0.37, -0.24], [-0.23, 0.08, 0.21], [-0.08, -0.07, 0.31], [-0.53, 0.37, 0.09], [0.21, -0.47, 0.30], [0.00, -0.03, 0.02], [-0.50, -0.25, -0.15], [-0.55, -0.35, -0.27], [-0.22, 2.36, 0.64], [0.56, 0.75, 0.02], [1.02, -2.42, -0.75], [-0.04, 0.11, -0.07], [0.06, -0.23, 0.09], [0.21, 0.25, -0.06], [-0.40, -0.27, 0.16], [-0.03, 0.17, 0.28], [-0.16, -0.15, 0.14], [-0.40, 0.02, -0.25], [-0.07, -0.22, 0.20], [-0.28, 1.26, 0.17], [-1.15, 1.16, -1.39], [1.35, 1.31, 0.82], [0.59, -3.54, 0.12], [0.49, 0.35, -0.16], [0.03, -0.62, 0.19], [-0.01, 0.25, 0.02], [-0.22, 0.57, 0.55], [-0.76, 0.28, 0.18], [-0.24, -0.51, -0.16], [0.18, -0.21, -0.03], [-0.07, -0.30, -0.26]],
  "lowdin_charge": [0.6254, 0.6497, 0.5967, 0.7686, 0.6572, -0.0246, -0.3365, -0.3065, -0.0117, -0.0115, -0.3103, -0.3521, -0.1494, -0.1708, -0.0059, 0.1109, 0.0983, -0.5795, -0.0902, -0.5586, -0.0863, -0.0895, 0.0002, 0.0719, -0.0775, 0.0166, 0.0486, -0.0752, -0.0173, 0.0665, -0.0651, 0.0661, 0.0527, -0.0569, -0.0098, 0.0467, -0.0437, 0.0061, 0.0323, -0.0887, 0.0698, -0.0238, -0.0582, 0.0585, 0.0661, -0.8611, 0.0152, 0.1952, 0.1980, 0.0746, 0.1225, 0.1362, 0.1022, -0.8040, 0.0407, 0.1877, 0.1901, 0.1180, 0.1313, 0.1314, 0.0774, -0.7876, 0.0225, 0.2133, 0.2209, 0.1306, 0.0907, 0.1135, 0.1066, -0.7347, 0.0436, 0.1725, 0.1734, 0.1088, 0.0790, 0.1212, 0.1332, -0.7696, 0.0325, 0.1798, 0.1715, 0.1214, 0.0640, 0.0590, 0.1104, -0.0389, -0.5651, -0.0489, -0.0447, 0.0901, 0.0883, 0.0824, 0.1358, 0.0765, 0.0779, 0.0868, 0.0512, -0.0423, -0.4779, -0.0415, -0.0662, 0.0921, 0.0894, 0.0798, 0.1231, 0.0880, 0.0908, 0.0666, 0.0916, -0.0283, -0.5097, -0.0429, -0.0675, 0.0926, 0.0799, 0.0914, 0.1366, 0.0907, 0.0891, 0.0647, 0.1114, -0.0470, -0.5318, -0.0330, -0.0704, 0.0837, 0.0865, 0.0760, 0.1374, 0.0899, 0.0733, 0.0978, 0.1036],
  "orbital_gap_ha": 0.2091,
  "total_charge": 1,
  "homo_energy_ev": -8.8,
  "lumo_ev": -3.1
}